Run one
Here is an isolated ion of composition C3H7N2O2S and charge -1 from OMol25. Energies are from ωB97M-V/def2-TZVPD.

Computed properties:
gap between HOMO and LUMO: 7.39 eV
total charge: -1

Atoms and positions in Å:
C  0.811  -1.468  -0.081
C  1.703  -0.420  -0.574
C  0.606  -0.105  0.384
N  -0.304  2.015  -0.134
N  -0.444  0.608  -0.111
O  -2.026  -1.477  0.225
O  -3.115  0.605  0.859
S  -2.309  -0.078  -0.168
H  0.042  -2.024  -0.712
H  1.081  -2.287  0.638
H  2.730  -0.327  -0.082
H  1.760  0.012  -1.531
H  0.937  0.081  1.419
H  -0.546  2.464  0.718
H  -0.927  2.401  -0.850

***

Run two
Here is a 2-piece molecular cluster, C3H7N2O2S overall from OMol25. Energies are from ωB97M-V/def2-TZVPD.

Computed properties:
gap between HOMO and LUMO (alpha / beta): 6.08 / 6.08 eV
total charge: -1

Atoms and positions in Å:
C  1.270  0.521  -0.004
C  0.273  -1.787  0.146
C  0.435  -0.446  -0.461
N  -1.292  2.013  -0.298
N  -1.285  0.819  0.294
O  1.528  1.605  -0.607
O  1.843  0.321  1.273
S  -2.549  -0.042  0.193
H  -0.145  -1.763  1.158
H  -0.503  -2.433  -0.472
H  1.247  -2.400  0.188
H  -0.053  -0.406  -1.462
H  -1.926  2.178  -1.073
H  -0.260  2.313  -0.397
H  1.417  -0.494  1.522

***

It is run two that is the least stable of them.

***

Run one
Here is a 9-piece molecular cluster, C5H31N2O9 overall from OMol25. Energies are from ωB97M-V/def2-TZVPD.

Computed properties:
gap between HOMO and LUMO: 8.85 eV
total charge: +1

Atoms and positions in Å:
C  0.749  -1.551  0.347
O  0.266  -2.503  1.345
C  0.255  -0.115  0.456
C  0.892  0.656  -0.738
C  0.862  2.196  -0.620
C  -0.323  2.819  -1.376
N  -1.593  2.357  -0.589
N  0.742  0.482  1.712
H  0.230  -1.940  -0.525
H  1.822  -1.713  0.505
H  -0.617  -2.281  1.714
H  -0.822  0.026  0.459
H  0.380  0.305  -1.669
H  1.818  0.135  -0.969
H  0.784  2.473  0.432
H  1.740  2.591  -1.161
H  -0.374  2.364  -2.358
H  -0.345  3.880  -1.528
H  -2.162  3.172  -0.464
H  -2.077  1.628  -1.130
H  -1.433  1.837  0.254
H  0.604  -0.035  2.580
H  1.780  0.595  1.606
H  -1.483  -1.308  -1.720
H  -2.678  -1.017  -0.653
O  -1.829  -0.707  -1.044
H  3.954  -0.762  1.333
H  4.049  -1.851  2.403
O  3.465  -1.484  1.745
H  -2.991  -0.539  3.186
H  -1.842  0.327  3.759
O  -2.272  0.047  2.897
H  -1.287  2.392  2.741
H  -2.324  1.545  2.235
O  -1.981  2.493  2.074
H  -4.016  0.876  -2.288
H  -4.208  2.031  -1.375
O  -4.135  1.846  -2.321
H  0.605  -2.637  -4.068
H  1.135  -2.611  -2.668
O  0.419  -2.266  -3.199
H  4.146  0.166  -0.339
H  3.917  1.613  0.342
O  4.361  0.775  0.360
H  0.316  -3.910  -0.334
H  -0.031  -4.015  -1.786
O  0.755  -4.104  -1.201

***

Run two
Here is a 10-piece molecular cluster, C5H31N2O9 overall from OMol25. Energies are from ωB97M-V/def2-TZVPD.

Computed properties:
gap between HOMO and LUMO: 10.24 eV
total charge: +1

Atoms and positions in Å:
C  -0.403  -2.124  -2.449
C  0.009  -1.478  -1.098
C  1.178  -2.192  -0.503
C  1.070  -2.449  1.050
C  0.448  -1.507  3.114
N  0.581  -1.470  1.836
N  0.286  0.116  -1.226
H  -1.551  -2.073  -2.474
H  -0.013  -3.056  -2.794
H  -0.168  -1.489  -3.406
H  -0.887  -1.556  -0.490
H  1.587  -2.981  -1.162
H  1.905  -1.452  -0.511
H  0.467  -3.411  1.122
H  2.196  -2.687  1.466
H  -0.061  -0.618  3.686
H  0.682  -2.344  3.811
H  -0.600  0.731  -1.376
H  1.060  0.079  -1.848
H  0.770  0.437  -0.384
H  1.501  2.134  -1.623
H  2.642  3.218  -1.752
O  2.383  2.278  -2.124
H  -2.957  1.027  -1.116
H  -3.243  -0.082  -0.196
O  -2.817  -0.056  -1.113
H  -1.860  2.078  -3.741
H  -0.526  1.484  -3.510
O  -1.451  1.416  -3.173
H  -3.373  -0.959  2.142
H  -3.800  -2.356  1.784
O  -3.989  -1.514  1.774
H  2.690  -0.984  -3.227
H  3.732  0.199  -2.834
O  2.909  -0.241  -2.505
H  -1.281  0.262  4.307
H  -2.276  1.279  4.665
O  -2.268  0.359  4.287
H  3.996  3.979  0.794
H  3.611  2.504  1.235
O  3.287  3.338  0.840
H  -0.283  1.813  1.058
H  0.764  2.698  0.167
O  -0.056  2.124  0.137
H  -2.176  1.147  2.972
H  -1.932  2.692  2.228
O  -1.783  1.689  2.160

***

It is run two that is the least stable of them.

***

Run one
Here is a 2-piece molecular cluster, C31H30N5 overall from OMol25. Energies are from ωB97M-V/def2-TZVPD.

Computed properties:
gap between HOMO and LUMO: 6.20 eV
total charge: +1

Atoms and positions in Å:
N  2.258  -1.305  0.416
N  1.393  -0.971  1.092
N  0.389  -0.528  1.671
C  0.297  -0.782  3.096
C  -1.173  -1.071  3.381
C  -1.512  -1.863  4.474
C  -2.846  -2.238  4.665
C  -3.830  -1.771  3.791
C  -3.501  -0.852  2.786
C  -2.160  -0.518  2.568
C  1.174  -1.989  3.483
C  1.167  -3.114  2.657
C  2.040  -4.181  2.908
C  2.890  -4.147  4.023
C  2.775  -3.097  4.930
C  1.894  -2.034  4.683
C  0.679  0.511  3.836
C  -0.369  1.585  4.179
C  0.472  2.842  4.470
C  1.924  2.454  4.147
N  1.777  1.260  3.306
H  -0.745  -2.187  5.182
H  -3.110  -2.901  5.491
H  -4.869  -2.082  3.912
H  -4.262  -0.385  2.157
H  -1.861  0.180  1.781
H  0.427  -3.204  1.848
H  2.052  -5.021  2.216
H  3.589  -4.965  4.204
H  3.359  -3.087  5.856
H  1.773  -1.260  5.449
H  0.977  0.154  4.825
H  -1.094  1.696  3.367
H  -0.903  1.257  5.074
H  0.186  3.698  3.854
H  0.381  3.158  5.515
H  2.488  3.240  3.636
H  2.436  2.196  5.092
H  2.645  0.710  3.205
C  3.421  6.639  -1.709
N  2.680  5.713  -0.848
C  3.287  4.520  -0.507
C  4.526  4.151  -1.054
C  4.992  2.841  -0.915
C  4.305  1.912  -0.104
C  3.172  2.317  0.576
C  2.586  3.586  0.334
C  1.313  3.909  0.809
C  0.639  5.020  0.271
C  1.352  5.957  -0.561
C  0.651  7.010  -1.181
C  -0.741  7.079  -1.109
C  -1.449  6.177  -0.298
C  -0.758  5.212  0.419
H  2.924  7.607  -1.734
H  4.430  6.793  -1.314
H  3.495  6.256  -2.737
H  5.091  4.871  -1.649
H  5.888  2.538  -1.451
H  4.668  0.883  -0.019
H  2.667  1.666  1.291
H  0.774  3.190  1.425
H  1.166  7.751  -1.791
H  -1.270  7.826  -1.697
H  -2.538  6.243  -0.241
H  -1.295  4.562  1.102

***

Run two
Here is a 2-piece molecular cluster, C31H30N5 overall from OMol25. Energies are from ωB97M-V/def2-TZVPD.

Computed properties:
gap between HOMO and LUMO: 6.30 eV
total charge: +1

Atoms and positions in Å:
N  1.439  -2.420  -1.409
N  0.488  -2.255  -0.784
N  -0.623  -2.024  -0.270
C  -0.686  -2.227  1.185
C  -2.152  -2.593  1.472
C  -2.526  -3.384  2.565
C  -3.877  -3.708  2.767
C  -4.855  -3.223  1.897
C  -4.478  -2.458  0.784
C  -3.129  -2.135  0.588
C  0.243  -3.405  1.527
C  0.137  -4.511  0.682
C  0.957  -5.630  0.869
C  1.845  -5.662  1.952
C  1.902  -4.585  2.836
C  1.093  -3.452  2.635
C  -0.316  -0.887  1.861
C  -1.413  0.180  2.008
C  -0.611  1.458  2.310
C  0.831  1.179  1.844
N  0.751  -0.139  1.211
H  -1.767  -3.772  3.249
H  -4.156  -4.338  3.613
H  -5.909  -3.450  2.070
H  -5.216  -2.099  0.064
H  -2.820  -1.543  -0.281
H  -0.622  -4.526  -0.109
H  0.867  -6.458  0.166
H  2.481  -6.532  2.099
H  2.561  -4.616  3.704
H  1.129  -2.612  3.333
H  0.025  -1.131  2.888
H  -1.983  0.279  1.069
H  -2.119  -0.093  2.803
H  -1.057  2.336  1.829
H  -0.571  1.629  3.390
H  1.193  1.917  1.127
H  1.538  1.168  2.696
H  1.648  -0.631  1.247
C  2.396  5.006  -3.468
N  1.669  3.984  -2.717
C  2.291  2.784  -2.443
C  3.543  2.439  -2.986
C  4.121  1.194  -2.719
C  3.451  0.262  -1.899
C  2.236  0.603  -1.343
C  1.607  1.840  -1.607
C  0.339  2.127  -1.098
C  -0.364  3.241  -1.588
C  0.327  4.179  -2.442
C  -0.383  5.223  -3.055
C  -1.740  5.402  -2.801
C  -2.424  4.513  -1.947
C  -1.749  3.457  -1.344
H  1.969  5.983  -3.240
H  3.444  5.018  -3.157
H  2.345  4.832  -4.552
H  4.064  3.149  -3.633
H  5.095  0.940  -3.137
H  3.884  -0.719  -1.706
H  1.679  -0.066  -0.689
H  -0.141  1.427  -0.424
H  0.128  5.893  -3.755
H  -2.265  6.236  -3.275
H  -3.491  4.662  -1.765
H  -2.276  2.746  -0.694

***

It is run one that is the least stable of them.

***

Run one
Here is a single C6H6N2S molecule from OMol25. Energies are from ωB97M-V/def2-TZVPD.

Computed properties:
SMILES: Cc1cc[nH]c1N=C=S
gap between HOMO and LUMO: 9.20 eV

Atoms and positions in Å:
C  0.527  -1.974  0.111
C  0.537  -0.467  -0.165
C  1.826  0.226  -0.203
C  1.526  1.558  -0.106
N  0.182  1.771  0.131
C  -0.402  0.514  -0.003
N  -2.020  0.401  -0.058
C  -3.239  0.239  -0.076
S  -4.983  -0.032  -0.159
H  1.148  -2.078  0.961
H  -0.488  -2.200  0.202
H  0.932  -2.417  -0.796
H  2.713  -0.400  -0.380
H  2.180  2.330  0.135
H  -0.438  2.529  0.404

***

Run two
Here is a single C6H6N2S molecule from OMol25. Energies are from ωB97M-V/def2-TZVPD.

Computed properties:
gap between HOMO and LUMO: 8.01 eV

Atoms and positions in Å:
C  -3.949  -0.040  0.540
C  0.661  0.351  0.675
C  0.374  1.475  -0.178
C  0.101  -0.823  0.422
C  -0.781  1.442  -0.870
C  -0.514  -1.092  -0.884
N  -5.081  -0.029  0.864
N  -2.698  -0.004  0.300
S  -1.988  0.108  -1.073
H  1.377  0.465  1.521
H  0.932  2.339  -0.006
H  0.300  -1.646  1.139
H  -1.001  2.188  -1.483
H  0.104  -0.869  -1.746
H  -1.053  -2.004  -0.918

***

It is run two that is the least stable of them.

***

Run one
Here is a single C5H7OP molecule from OMol25. Energies are from ωB97M-V/def2-TZVPD.

Computed properties:
gap between HOMO and LUMO (alpha / beta): 6.79 / 6.79 eV

Atoms and positions in Å:
C  0.986  -1.150  -0.628
C  1.716  -1.210  0.585
C  -0.305  -0.928  -0.865
C  1.200  -0.880  1.809
C  -1.422  1.867  -0.280
O  -2.037  0.778  0.359
P  -1.585  -0.792  0.427
H  1.828  -1.072  -1.500
H  2.750  -1.419  0.309
H  -0.732  -0.873  -1.858
H  1.353  -1.099  2.785
H  -0.393  1.802  -0.733
H  -1.170  2.523  0.590
H  -2.189  2.452  -1.001

***

Run two
Here is C5H7OP as an isolated structure from OMol25. Energies are from ωB97M-V/def2-TZVPD.

Computed properties:
gap between HOMO and LUMO: 10.20 eV

Atoms and positions in Å:
C  -0.737  1.527  -0.260
C  0.358  0.840  -0.564
C  -1.852  0.760  0.382
C  0.252  -0.599  -0.295
C  1.925  -1.418  0.296
O  -0.695  -1.308  -1.014
P  -1.288  -1.038  0.532
H  -0.859  2.582  -0.448
H  1.255  1.256  -0.989
H  -2.021  1.117  1.403
H  -2.793  0.875  -0.161
H  1.751  -1.663  1.327
H  2.660  -0.651  0.134
H  2.044  -2.278  -0.342

***

It is run one that is the least stable of them.

***

Run one
Here is C7H15IN as an isolated structure from OMol25. Energies are from ωB97M-V/def2-TZVPD.

Computed properties:
gap between HOMO and LUMO: 8.35 eV
total charge: +1

Atoms and positions in Å:
C  1.755  1.961  1.907
C  -1.160  -1.943  -2.805
C  -0.711  -2.439  1.052
C  1.041  2.757  -0.288
C  -1.305  -2.252  -1.364
C  0.016  0.856  0.704
C  -0.467  -2.026  -0.366
N  0.820  1.862  0.815
I  1.430  -1.088  -0.730
H  2.707  2.346  1.549
H  1.919  0.989  2.367
H  -0.978  -2.866  -3.355
H  -2.081  -1.515  -3.192
H  -0.333  -1.265  -3.003
H  0.210  -2.522  1.622
H  -1.377  -1.738  1.559
H  -1.200  -3.411  1.071
H  0.143  2.866  -0.891
H  1.839  2.351  -0.920
H  1.353  3.735  0.075
H  -2.232  -2.746  -1.095
H  1.373  2.644  2.666
H  -0.734  0.858  -0.071
H  -0.116  0.199  1.547

***

Run two
Here is an isolated ion of composition C7H15IN and charge +1 from OMol25. Energies are from ωB97M-V/def2-TZVPD.

Computed properties:
gap between HOMO and LUMO (alpha / beta): 7.62 / 7.56 eV
total charge: +1

Atoms and positions in Å:
C  -0.531  -0.969  -0.029
C  0.012  0.198  0.091
C  -2.046  -1.159  -0.089
C  0.293  -2.272  -0.093
C  -0.159  2.300  1.292
C  -0.791  1.950  -1.297
C  3.932  -1.208  -0.043
N  -0.710  1.392  0.190
I  2.410  0.234  -0.019
H  -2.589  -0.538  -0.772
H  -2.541  -0.984  0.877
H  -2.136  -2.255  -0.070
H  -0.341  -3.193  0.092
H  1.177  -2.129  0.652
H  0.887  -2.372  -0.999
H  0.855  2.671  1.255
H  -0.815  3.233  1.390
H  -0.505  1.672  2.170
H  -1.211  2.877  -1.344
H  0.171  1.903  -1.708
H  -1.204  1.177  -1.956
H  3.680  -1.838  0.882
H  3.761  -1.814  -0.941
H  -1.599  1.125  0.469

***

It is run two that is the least stable of them.